Entry 1:
Below is a 3-piece molecular cluster, C34H23F9NO4S overall, with properties calculated with ωB97M-V/def2-TZVPD.

```
72
Properties=species:S:1:pos:R:3:forces:R:3
C -4.67876 0.39417 -4.79393 0.2 0.5 0.0
C -3.54485 -0.38979 -4.83192 -0.4 -0.4 0.1
N -3.27549 -1.48689 -4.11842 0.9 0.5 0.0
C -3.80855 -1.49831 -2.79532 -0.8 -0.6 -0.3
C -2.80281 -2.04544 -1.77323 0.3 0.0 -0.2
C -1.55677 -1.20974 -1.51071 -0.7 -0.9 -0.6
F -0.82097 -1.85694 -0.54922 0.1 0.1 0.1
F -0.79638 -1.14216 -2.62112 0.3 0.3 0.3
C -1.87556 0.23336 -1.04532 -0.7 0.4 -0.8
F -2.95688 0.22992 -0.23278 0.8 -0.1 0.1
F -2.19715 0.97544 -2.12230 0.3 -0.5 0.8
S -0.45507 1.12514 -0.13624 -0.5 1.4 0.0
F 0.65743 0.25697 -0.83551 0.0 -0.2 0.0
F -0.54657 0.14432 1.10225 0.0 -0.4 0.0
F -1.50982 2.10021 0.58233 0.0 -0.1 0.0
F -0.32412 2.21089 -1.28687 0.2 -0.1 -0.2
F 0.70086 1.89743 0.63358 0.1 0.0 0.2
H -4.60640 1.44712 -5.03154 -0.1 0.0 -0.6
H -5.64850 0.03632 -4.48580 0.0 -0.1 0.6
H -2.77733 -0.10341 -5.56683 0.1 0.0 0.1
H -4.67638 -2.17795 -2.73401 -0.1 0.0 0.4
H -4.18849 -0.52545 -2.45999 -0.1 0.2 -0.1
H -2.40226 -2.97882 -2.15923 0.1 -0.2 -0.1
H -3.26561 -2.27458 -0.81649 -0.1 0.2 0.2
C 3.06750 -0.79953 -2.39025 0.0 0.0 0.0
C 2.93957 -1.48250 -1.18557 0.1 0.0 -0.1
C 3.03222 -2.86261 -1.15675 0.0 0.1 0.1
C 3.24298 -3.56876 -2.33391 0.0 0.0 -0.1
C 3.35125 -2.88322 -3.54689 0.0 -0.1 0.1
C 3.27230 -1.49697 -3.56749 0.0 0.1 0.0
C 3.53317 -3.61910 -4.82722 0.0 0.2 -0.1
O 3.63837 -3.02980 -5.88207 0.0 0.0 0.0
C 3.57992 -5.10933 -4.78151 0.0 0.0 0.1
C 3.69363 -5.82061 -5.96889 0.0 -0.1 -0.1
C 3.75092 -7.20294 -5.94378 0.0 0.0 0.1
C 3.70347 -7.88202 -4.73050 0.0 0.0 0.0
C 3.58576 -7.17823 -3.54492 0.0 -0.1 -0.1
C 3.51489 -5.79120 -3.56599 0.0 0.1 -0.1
C 3.35573 -5.05105 -2.28116 0.0 0.0 0.2
O 3.31732 -5.64743 -1.22441 0.0 0.0 0.0
H 2.99898 0.27981 -2.40941 0.0 0.0 0.0
H 2.76663 -0.93671 -0.26937 0.0 0.0 0.0
H 2.93596 -3.39744 -0.22254 0.0 -0.1 0.0
H 3.36469 -0.97015 -4.50654 0.0 -0.1 -0.1
H 3.73252 -5.28781 -6.90857 0.0 0.1 0.0
H 3.83366 -7.75537 -6.87053 0.0 0.0 0.0
H 3.75425 -8.96282 -4.71249 0.0 0.0 0.0
H 3.54353 -7.70043 -2.59944 0.0 0.1 0.1
C 0.29948 7.42764 7.72538 0.0 0.0 0.0
C -0.53153 8.12117 6.85137 0.0 0.0 0.0
C -1.25751 7.43637 5.89261 0.0 0.1 0.1
C -1.14855 6.05516 5.79546 0.1 -0.1 0.0
C -0.29889 5.36189 6.65835 -0.1 0.0 -0.1
C 0.41605 6.05211 7.62898 0.1 0.1 0.1
C -0.13195 3.88432 6.54402 0.1 -0.1 0.1
O 0.60382 3.28492 7.30136 0.0 0.0 0.0
C -0.88425 3.17332 5.47622 0.0 0.1 0.0
C -0.70380 1.80605 5.31524 0.0 -0.1 0.0
C -1.40575 1.12693 4.33434 -0.1 0.0 0.0
C -2.29838 1.80689 3.51340 0.0 0.0 0.1
C -2.47871 3.17110 3.66506 0.0 -0.1 -0.1
C -1.76883 3.86080 4.63930 0.1 0.0 0.1
C -1.95218 5.33207 4.76712 -0.1 0.0 -0.1
O -2.72912 5.93374 4.05642 0.0 0.0 0.0
H 0.86014 7.96408 8.47960 0.0 0.0 0.0
H -0.61275 9.19792 6.92096 0.0 0.0 0.0
H -1.90868 7.96921 5.21397 0.0 -0.1 0.0
H 1.06395 5.50837 8.30206 0.0 -0.1 -0.1
H -0.01147 1.27871 5.95631 0.0 0.1 0.1
H -1.25922 0.06269 4.20643 0.0 0.0 0.0
H -2.84822 1.27397 2.75020 0.0 0.0 0.0
H -3.16647 3.70498 3.02461 0.0 0.1 0.0
```
Forces are in eV/Å.

The calculation puts the lowest unoccupied orbital energy at 0.0154 Ha. As for the orbital gap: 0.096 Eh. Its net charge is -1. The multiplicity is 1. The value obtained for the energy above the lowest of the compared OMol25 structures with the same formula, charge and spin is 0.000 eV.

These are the Mulliken partial charges, in e, on atoms 1 to 4: number 1, C, carries -0.947; number 2, C, carries 0.000; number 3, N, carries -0.836; number 4, C, carries -0.535


Entry 2:
Below is C34H23HfIN4O9S as an isolated structure, with properties calculated with ωB97M-V/def2-TZVPD.

```
73
Properties=species:S:1:pos:R:3:forces:R:3
Hf 0.14813 0.56958 0.03121 0.5 2.7 0.3
O 2.34485 -0.77783 -4.70138 -0.1 -0.1 0.0
C 3.17801 0.16703 -4.25024 0.1 0.2 0.2
C 4.34813 0.39446 -4.97809 0.0 -0.1 0.0
C 5.24848 1.35952 -4.58159 0.0 0.0 0.0
C 5.00953 2.12700 -3.44349 0.0 0.0 0.0
C 3.86335 1.90414 -2.71303 0.0 0.0 0.0
C 2.93472 0.92943 -3.08973 0.0 0.0 0.0
C 1.72524 0.76153 -2.26904 -0.3 -0.1 -0.6
O 1.59334 1.44755 -1.17076 0.5 0.3 -1.4
N 0.78749 -0.04869 -2.71628 0.3 -0.2 -0.6
N -0.33400 -0.06267 -1.90221 -0.3 -0.6 -1.7
C -1.42946 -0.60531 -2.31018 0.1 0.2 -0.1
C -2.64262 -0.54372 -1.54083 0.0 0.1 0.2
C -3.76445 -1.24600 -2.01416 0.1 0.0 -0.1
C -4.97912 -1.17679 -1.38028 -0.1 0.0 0.0
C -5.10700 -0.37550 -0.24337 0.1 0.0 0.0
C -4.03108 0.33302 0.24097 0.1 0.0 0.0
C -2.77418 0.26486 -0.37774 -0.5 0.0 -0.1
O -1.78320 0.99936 0.09936 -1.8 0.0 -0.4
H 1.54821 -0.77824 -4.11996 0.0 0.0 0.0
H 4.51133 -0.20587 -5.86368 0.0 0.0 0.0
H 6.14359 1.52559 -5.16791 0.0 0.0 0.0
H 5.71442 2.88916 -3.13952 0.0 0.0 0.0
H 3.65306 2.48848 -1.82775 0.0 0.0 0.0
H -1.45542 -1.07677 -3.29133 0.1 0.0 0.0
H -3.64742 -1.84827 -2.90780 0.0 0.0 0.0
H -5.82821 -1.72957 -1.75744 0.0 0.0 0.0
H -6.05926 -0.30742 0.26663 0.0 0.0 0.0
H -4.12474 0.95764 1.12057 0.0 0.0 0.0
O -1.47906 -1.43108 5.46850 0.0 0.0 0.1
C -1.04117 -1.09608 4.40650 -0.1 0.0 0.1
C -0.26667 0.18344 4.10241 0.1 0.1 0.0
O 0.08558 1.01877 4.90024 0.0 0.0 0.0
C -0.05831 0.16826 2.65834 -0.4 -0.5 0.2
C -0.59446 -0.97365 2.06359 0.0 0.2 0.6
O -0.55661 -1.18449 0.77717 -0.3 -1.4 0.7
C -1.20647 -1.84460 3.08451 0.1 -0.1 -0.1
O -1.72514 -2.91994 2.93131 0.0 0.0 0.0
O 0.52749 1.11548 1.93898 -0.1 0.1 2.0
O 1.92970 -0.58370 0.30668 0.6 -0.8 0.1
S 2.84899 0.40311 1.01062 2.3 -0.3 0.5
C 3.34236 -0.49020 2.49137 -0.3 0.1 0.1
C 4.19174 0.12159 3.40081 0.0 0.1 -0.1
C 4.54690 -0.55731 4.55346 0.0 0.0 0.0
C 4.04067 -1.82829 4.79643 0.0 0.0 0.0
C 3.18281 -2.42374 3.88420 0.0 0.0 0.0
C 2.82419 -1.75171 2.72417 -0.1 -0.1 -0.2
C 4.43448 0.25274 0.17896 -0.1 0.2 -0.1
C 5.31342 1.31671 0.32148 -0.1 0.0 0.1
C 6.55949 1.25423 -0.28007 0.0 0.0 0.0
C 6.90076 0.14593 -1.04326 0.0 0.0 0.0
C 6.00340 -0.90238 -1.19533 0.0 0.0 0.0
C 4.76281 -0.85609 -0.57883 -0.2 -0.1 0.0
H 4.56948 1.11925 3.21220 0.0 0.0 0.0
H 5.21163 -0.09151 5.26828 0.0 0.0 0.0
H 4.30970 -2.35148 5.70435 0.0 0.0 0.0
H 2.78145 -3.41063 4.07206 0.0 0.0 0.0
H 2.14778 -2.19956 2.00676 0.0 0.0 0.0
H 5.01411 2.19043 0.89073 0.0 0.0 0.0
H 7.25513 2.07565 -0.16921 0.0 0.0 0.0
H 7.86663 0.10461 -1.52928 0.0 0.0 0.0
H 6.27039 -1.76124 -1.79674 0.0 0.0 0.0
H 4.04944 -1.66330 -0.69606 0.0 0.0 0.0
I 0.93758 7.09691 0.48861 -0.1 -0.2 0.0
C 0.18487 5.16967 0.53717 0.1 0.3 0.0
C -0.82732 4.69002 1.34050 0.0 0.0 -0.1
N -0.97418 3.39920 1.02302 0.0 0.2 -0.1
N -0.12187 3.00351 0.06608 -0.1 0.1 0.5
C 0.59509 4.07875 -0.23553 0.0 -0.1 -0.1
H -1.43949 5.17937 2.07818 0.0 0.0 0.0
H -1.64026 2.72528 1.36521 0.0 0.0 0.0
H 1.35361 4.03898 -0.99916 0.0 -0.1 0.1
```
Forces are in eV/Å.

The calculation puts the lowest unoccupied orbital energy at -0.0274 Ha. As for the orbital gap: 0.274 Eh. The multiplicity is 1. The value obtained for the energy above the lowest of the compared OMol25 structures with the same formula, charge and spin is 1.400 eV.

These are the Mulliken partial charges, in e, on atoms 1 to 4: number 1, Hf, carries 2.138; number 2, O, carries -0.704; number 3, C, carries 0.626; number 4, C, carries -0.754


Entry 3:
Below is C34H23N2O2P2PtS4 as an isolated structure, with properties calculated with ωB97M-V/def2-TZVPD.

```
68
Properties=species:S:1:pos:R:3:forces:R:3
Pt 1.77109 -1.11095 -0.93671 -0.6 -0.3 -0.1
S 0.53659 -2.44025 1.30039 0.1 0.1 -0.2
P -0.22421 -0.61105 1.23019 -0.1 -0.4 0.4
C 0.18209 0.05865 -0.34201 0.4 0.1 0.4
P -0.25361 1.58805 -1.08491 -0.1 0.3 -0.8
S 0.59689 1.78025 -2.83001 0.0 0.2 -0.1
C -2.06611 1.64895 -1.26931 0.4 0.0 0.1
C -2.73441 0.46445 -1.54791 0.1 0.0 0.1
C -4.09781 0.48145 -1.77081 -0.1 -0.1 0.0
C -4.78921 1.68205 -1.73331 -0.1 0.0 0.0
C -4.11451 2.86805 -1.49011 -0.1 0.1 0.0
C -2.75051 2.85615 -1.26781 0.1 -0.1 0.1
C 0.17539 2.97345 0.02599 0.0 -0.4 -0.1
C 1.42909 3.54635 -0.15181 -0.1 0.0 -0.1
C 1.86999 4.52415 0.71989 0.1 0.0 0.1
C 1.06399 4.92345 1.77469 0.0 0.1 0.0
C -0.19171 4.35965 1.94539 0.0 0.1 0.2
C -0.63681 3.38195 1.07599 0.0 -0.1 -0.1
C -2.03681 -0.68235 1.42769 0.3 0.0 -0.1
C -2.77031 0.36685 1.96669 0.1 -0.1 0.0
C -4.14881 0.28875 2.00359 -0.2 0.1 0.0
C -4.79731 -0.83365 1.51329 0.0 0.0 0.0
C -4.06581 -1.88365 0.98069 -0.1 0.0 0.0
C -2.68761 -1.80295 0.92389 0.1 0.0 0.1
C 0.35649 0.32165 2.68769 -0.1 0.0 -0.5
C 1.35639 1.27465 2.57619 -0.1 -0.1 -0.1
C 1.83799 1.89545 3.71499 0.1 0.1 0.1
C 1.35269 1.53325 4.96059 0.1 0.1 0.0
C 0.38259 0.54695 5.07289 -0.1 0.0 0.1
C -0.12421 -0.05575 3.93739 0.0 0.0 -0.1
H -2.17011 -0.45955 -1.57761 -0.1 -0.1 0.0
H -4.61961 -0.44455 -1.96611 -0.1 0.0 0.0
H -5.85661 1.69675 -1.90661 -0.1 0.0 0.0
H -4.65101 3.80685 -1.46621 -0.1 0.0 0.0
H -2.21011 3.77525 -1.08581 0.0 0.1 0.0
H 2.03799 3.20985 -0.98101 0.0 0.0 0.0
H 2.84969 4.96105 0.58469 0.0 0.0 0.0
H 1.41159 5.68135 2.46359 0.0 0.0 0.0
H -0.81841 4.66925 2.77129 0.0 0.0 0.0
H -1.61291 2.93525 1.20209 0.0 0.0 0.1
H -2.26151 1.22965 2.37499 0.0 0.0 0.0
H -4.72161 1.10865 2.41349 -0.1 0.0 0.0
H -5.87491 -0.89185 1.55429 -0.1 0.0 0.0
H -4.56881 -2.76315 0.60439 0.0 -0.1 0.0
H -2.09311 -2.60945 0.51209 0.0 0.0 0.0
H 1.77229 1.50075 1.60579 0.0 0.0 0.0
H 2.60339 2.65375 3.62229 0.1 0.0 0.0
H 1.74749 2.00675 5.84909 0.0 0.0 0.1
H 0.02879 0.24365 6.04859 0.0 0.0 0.1
H -0.87691 -0.83195 4.00209 0.0 0.0 0.1
S 3.18169 -0.90215 -2.94081 -0.4 -0.4 0.5
C 3.02499 -2.57975 -3.32761 0.0 0.7 0.1
C 4.10809 -3.20425 -3.94961 0.2 -0.7 -0.4
C 4.05639 -4.53455 -4.33601 -0.7 0.8 0.5
C 5.16819 -5.14175 -4.95201 0.6 -0.3 -0.4
N 6.07019 -5.63485 -5.46411 0.2 -0.1 -0.1
C 2.86989 -5.27555 -4.10741 -0.2 1.1 0.5
C 1.79469 -4.66975 -3.48261 0.5 -0.6 -0.4
C 1.84479 -3.33545 -3.07661 -0.7 0.4 0.2
S 0.43379 -2.68055 -2.33901 0.8 0.2 0.3
C 2.75059 -6.61055 -4.53531 -0.1 -0.8 -0.3
N 2.59519 -7.68355 -4.91271 0.0 -0.3 0.0
H 5.00709 -2.62845 -4.11901 0.0 0.0 0.0
H 0.90029 -5.23985 -3.27841 0.0 0.0 -0.1
O 3.32379 -0.24225 0.80459 -0.5 0.7 -0.1
C 3.91509 -1.32385 0.70059 1.2 -0.2 0.8
O 3.67379 -2.20575 -0.14041 -0.3 -0.7 -0.6
H 4.74459 -1.52945 1.41769 -0.2 0.0 -0.2
```
Forces are in eV/Å.

The calculation puts the lowest unoccupied orbital energy (alpha / beta) at 0.0816 / 0.0021 Ha. As for the orbital gap (alpha / beta): 0.247 / 0.200 Eh. Its net charge is -1. The multiplicity is 5. The value obtained for the energy above the lowest of the compared OMol25 structures with the same formula, charge and spin is 0.233 eV.

These are the Mulliken partial charges, in e, on atoms 1 to 4: number 1, Pt, carries 1.257; number 2, S, carries -0.468; number 3, P, carries 2.004; number 4, C, carries -1.464


| no. | electronic energy (Eh) | F_max (eV/A) |
| --- | --- | --- |
| 1 | -2962.105219 | 1.51 |
| 2 | -2949.693364 | 2.72 |
| 3 | -3964.280574 | 1.45 |